ORCA calculation (the ωB97M-V functional and the def2-TZVPD basis) on C11H14O2 as an isolated structure in a non-equilibrium geometry.

XYZ file:
```
27
Properties=species:S:1:pos:R:3:forces:R:3
C -0.352549 2.066040 0.489999 -0.667 2.477 1.529
O 0.490517 -1.711014 -1.219442 -3.419 1.449 -0.363
H -0.499477 1.838486 3.558571 -0.844 -0.536 -1.584
H -0.819176 3.166640 0.962700 1.858 -3.085 -1.767
C 0.136523 -0.422824 -0.659664 0.218 -0.105 2.194
H -1.091984 -2.146022 4.284840 -0.146 -1.050 0.464
C -0.999634 -0.174306 3.509142 -0.743 -7.680 2.802
H 0.433485 -1.045357 1.317816 -0.187 -0.356 0.478
C -0.390387 0.963517 1.472699 2.718 1.060 -6.836
C -0.334555 -1.503189 3.917722 0.021 4.862 -1.960
C -0.729550 -2.232246 -2.144551 -0.664 -0.991 4.831
O 0.186025 0.246130 -2.905138 2.723 2.423 4.585
H 0.789602 0.895761 3.354251 -1.639 -0.575 -1.690
C 0.023117 0.714768 -1.466326 1.155 -2.883 -1.941
H -0.538182 -3.379787 -2.136171 -0.144 2.338 -0.892
H -0.028474 2.766798 -1.638318 0.188 1.303 -0.257
C -0.324566 0.908240 2.913755 3.710 3.750 3.637
H 0.944635 -1.990378 3.872666 -4.431 2.264 0.010
H 1.973262 1.597194 -2.791013 -0.446 -4.337 -1.034
H -0.857202 -1.557711 -2.973597 0.563 -0.631 -0.608
H 2.760494 -0.391754 -2.310656 -4.295 1.738 -1.086
H -1.772769 -2.121051 -1.504976 2.716 -0.161 -1.264
H 1.642321 -0.329929 -4.107356 1.431 2.513 3.078
C 0.154988 1.991742 -0.946656 -4.005 -1.475 3.331
C 1.697138 0.279527 -2.939529 1.535 0.310 -3.962
H -2.231794 -0.038843 3.590837 3.450 -0.938 -0.013
C 0.099960 -0.182097 0.772919 -0.657 -1.684 -1.680
```
Positions in Å, forces in eV/Å.

For the HOMO energy, the calculation gives -0.3135 Ha. The value obtained for the total energy is -577.582846 a.u. The largest force on an atom comes out at 8.21 eV Å⁻¹.

=====

ORCA calculation (the ωB97M-V functional and the def2-TZVPD basis) on one molecule with the formula C11H14OSe in a non-equilibrium geometry.

XYZ file:
```
27
Properties=species:S:1:pos:R:3:forces:R:3
C 0.235932 -1.488085 -1.452620 0.012 0.015 -0.009
H -0.719848 2.498905 -0.728593 0.045 0.044 -0.066
C -0.765448 -0.940615 -0.662039 -0.174 -0.223 0.210
H 1.483464 -3.188264 -1.791565 0.074 -0.049 -0.063
H 0.630544 -0.911961 -2.275982 0.053 0.037 -0.095
H 1.287000 0.473265 0.383631 -0.094 0.034 0.047
H 0.374901 1.499150 -1.676518 0.018 0.015 -0.031
H -2.076715 -0.837026 2.217954 -0.025 -0.015 -0.086
H 0.145979 1.395735 1.369568 0.002 -0.066 0.010
H -2.342784 -0.055872 -2.617230 -0.165 -0.139 0.139
C 0.705293 -2.759145 -1.179316 0.049 0.085 -0.080
C 0.184597 -3.478544 -0.113795 -0.015 -0.109 0.072
H 2.255337 2.635032 -0.468973 0.080 0.051 -0.064
H 1.166363 3.522846 0.597911 0.005 0.112 -0.002
H -1.230044 -3.505034 1.494582 -0.043 -0.056 0.061
Se -2.811557 0.694345 0.318384 0.466 -0.527 -0.016
C -0.821935 -2.940634 0.668014 0.041 -0.066 -0.022
C 1.701824 2.584314 0.467124 -0.050 -0.166 0.129
C -2.395837 -1.032392 1.192063 -0.359 0.384 0.157
H 2.416723 2.480601 1.281196 0.062 0.056 0.038
C -0.206548 1.536050 -0.753180 -0.102 -0.130 0.113
H 0.566241 -4.466111 0.102648 0.000 -0.064 0.021
C 0.728363 1.412646 0.443793 -0.029 0.095 -0.073
H -3.296983 -1.646765 1.221115 0.075 0.040 -0.019
C -1.308346 -1.671311 0.389694 0.097 0.127 -0.203
O -1.739518 0.669968 -2.431162 1.052 -0.404 3.157
C -1.258545 0.447477 -0.850322 -1.073 0.918 -3.324
```
Positions in Å, forces in eV/Å.

Its structure (SMILES) is CCC[C@]1(O)[Se]Cc2ccccc21. For the HOMO energy, the calculation gives -0.3160 Ha. The value obtained for the total energy is -2904.210310 a.u. The largest force on an atom comes out at 3.61 eV Å⁻¹.

=====

ORCA calculation (the ωB97M-V functional and the def2-TZVPD basis) on a 3-piece molecular cluster, C11H15Br4NO6 overall in a non-equilibrium geometry.

XYZ file:
```
37
Properties=species:S:1:pos:R:3:forces:R:3
O 2.700525 0.107331 -2.387022 -0.796 0.791 9.784
H -1.082698 -0.086492 0.755492 -0.181 0.582 -2.590
C -1.748579 -1.448915 -0.958578 -0.513 -0.140 0.983
O 1.321803 3.255088 3.090414 -2.040 -0.555 -3.985
H -1.073355 -1.827668 -1.837853 -1.368 1.101 1.566
H -3.876113 -2.253890 -0.529929 1.006 1.468 -1.675
Br -5.090324 -4.708222 0.121760 -0.079 -0.010 -0.050
C 1.394740 1.189550 0.880051 -1.781 -0.766 -2.876
H -1.576284 -2.217724 -0.063743 -0.177 1.729 -1.949
C 5.782384 4.254149 1.708719 -0.277 -0.085 -0.019
Br 4.949643 5.694617 0.691472 0.083 -0.075 -0.025
C 2.986602 0.966226 1.204723 1.770 1.044 3.127
H -6.361035 -3.639612 -1.746011 0.128 -0.276 -0.028
C 2.476039 0.265771 -1.066010 -0.822 -0.364 -6.298
C -6.133200 -4.686322 -1.526006 -0.123 -0.115 0.184
H -7.060802 -5.211815 -1.282239 0.180 0.057 -0.092
O 3.434902 0.111985 0.069999 -2.102 2.427 -0.647
H 6.542142 3.804893 1.063078 -0.125 0.167 0.241
C -5.401632 -5.389020 -2.645883 -0.031 0.036 -0.265
Br -3.979628 -4.269129 -3.372507 -0.064 -0.422 -0.090
O 3.770886 1.362376 2.210578 -5.536 -2.941 -7.274
C 0.987610 0.748419 -0.495813 1.859 0.711 3.727
H -6.073869 -5.576420 -3.487883 0.066 0.056 0.193
Br 8.008543 5.724051 2.759953 -0.111 0.033 0.042
H -2.302983 0.777567 -0.391131 2.163 -1.648 -0.321
H 5.653732 5.436854 3.546055 0.125 -0.184 -0.239
H -4.939928 -6.331679 -2.338443 -0.144 0.289 0.018
H 6.586999 3.924125 3.680630 -0.087 0.100 -0.176
N 0.854211 3.062833 1.971599 2.534 2.823 4.420
C 6.333698 4.759366 3.021696 0.185 -0.120 0.123
C -3.365719 -1.508841 -1.285064 -0.083 -0.342 -0.013
C -1.355121 0.051733 -0.395579 -1.728 -0.696 1.719
O -0.317119 0.743815 -1.174726 4.147 -0.587 2.638
O 0.423887 1.772076 1.850184 2.185 -3.248 -2.140
H -3.534178 -1.911197 -2.371599 0.203 1.017 2.292
H -3.918387 -0.474136 -1.150720 1.347 -1.986 -0.370
H 4.982609 3.528257 1.880336 0.185 0.127 0.063
```
Positions in Å, forces in eV/Å.

Its structure (SMILES) is CCCOC1=C(ON=O)C(=O)OC1=O.BrCCBr.BrCCBr. For the HOMO energy, the calculation gives -0.3648 Ha. The value obtained for the total energy is -11230.037402 a.u. The largest force on an atom comes out at 9.85 eV Å⁻¹.

=====

ORCA calculation (the ωB97M-V functional and the def2-TZVPD basis) on one molecule with the formula C11H15Cl2NO3S.

XYZ file:
```
33
Properties=species:S:1:pos:R:3:forces:R:3
H -1.894897 -1.661302 -0.354977 -0.117 -0.148 0.122
C 3.521003 1.475249 -0.081243 0.237 -0.123 0.007
O 5.456719 0.005630 0.042556 -0.280 -0.186 -0.033
C 1.368728 0.447080 -0.360349 -0.633 0.153 -0.104
H -2.195597 -1.765618 1.394435 0.049 0.007 -0.091
H -4.726160 -1.930655 0.873566 0.019 -0.096 -0.021
C -5.887439 -0.443984 -0.161447 0.130 -0.229 0.016
O -0.810657 -0.047184 -1.769114 -0.105 -0.272 0.051
H 7.322959 0.688447 0.243226 -0.067 0.079 -0.002
C -2.120173 -1.083449 0.542451 -0.408 -0.072 -0.259
C 1.956326 -0.809699 -0.361386 0.383 0.086 0.032
H -5.779217 0.248326 -0.992829 -0.042 0.102 -0.086
H -3.630961 0.282797 1.239907 -0.007 0.086 0.004
H 6.105512 1.687988 1.073920 -0.009 -0.020 -0.037
N -0.973856 -0.219868 0.761651 0.428 0.513 -0.595
Cl 0.981278 -2.194391 -0.532160 0.070 -0.632 -0.052
C 4.134310 0.223668 -0.081946 -0.240 -0.003 -0.022
C 2.147737 1.576492 -0.220421 -0.147 -0.028 -0.026
H -4.378070 -1.810214 -0.852029 0.027 -0.100 0.000
Cl 4.087487 -2.463891 -0.214273 0.095 -0.142 0.003
C 6.322919 1.111848 0.170027 0.164 0.216 0.026
C -3.419323 -0.306120 0.342635 0.036 -0.432 -0.037
C -4.598194 -1.229310 0.045402 0.042 0.332 0.063
O -0.705964 2.016178 -0.426549 0.146 0.041 0.223
H -1.120623 0.435370 1.515958 0.070 0.212 0.094
H 6.268279 1.765147 -0.705313 -0.015 -0.023 0.032
H -6.714191 -1.116179 -0.378296 -0.136 0.014 -0.027
H -6.134740 0.128026 0.730265 -0.067 0.085 0.071
H -3.273225 0.388165 -0.488144 -0.075 0.070 0.020
H 1.653315 2.534469 -0.226673 0.023 0.147 0.014
C 3.333386 -0.924669 -0.220840 -0.052 0.091 0.003
H 4.108523 2.372020 0.024091 0.078 0.070 0.012
S -0.405187 0.619619 -0.572100 0.403 0.201 0.598
```
Positions in Å, forces in eV/Å.

Its structure (SMILES) is CCCCNS(=O)(=O)c1ccc(OC)c(Cl)c1Cl. For the HOMO energy, the calculation gives -0.3349 Ha. The value obtained for the total energy is -2027.182164 a.u. The largest force on an atom comes out at 0.89 eV Å⁻¹.